73
Properties=species:S:1:pos:R:3 method="wB97M-V/def2-TZVPD" gap_ev="4.4529 / 4.0724" homo_ev="-2.13 / -1.74" e_tot_ev=-54213.808 total_charge=-1 lumo_energy_ev="2.3 / 2.3"
Tl -1.40 0.53 0.54
N -1.60 -2.19 2.73
N -0.25 -2.04 -0.53
C 1.55 2.02 0.23
C 2.41 0.91 0.52
C 2.25 0.58 1.89
C 2.81 -0.59 2.58
H 3.37 -1.25 1.90
H 2.02 -1.20 3.04
H 3.49 -0.27 3.39
C 1.35 1.53 2.47
C 0.80 1.51 3.78
H 0.43 2.47 4.15
H 1.46 1.03 4.51
H -0.47 0.81 3.67
C 0.87 2.37 1.42
C -0.21 3.37 1.58
H -1.01 3.01 2.26
H -0.67 3.61 0.61
H 0.17 4.31 2.02
C 3.27 0.16 -0.42
H 4.25 -0.02 0.04
H 3.43 0.71 -1.36
H 2.83 -0.82 -0.66
C 1.31 2.65 -1.09
H 0.24 2.68 -1.37
H 1.84 2.11 -1.88
H 1.67 3.69 -1.09
C -2.63 -2.66 3.48
H -2.99 -2.00 4.28
C -3.07 -3.96 3.33
H -3.76 -4.39 4.06
C -2.56 -4.72 2.26
H -2.90 -5.75 2.10
C -1.64 -4.18 1.37
H -1.24 -4.71 0.50
C -1.09 -2.90 1.63
C -0.16 -2.19 0.86
H 0.63 -1.58 1.31
C -0.10 -0.77 -1.08
C -0.48 -2.99 -1.57
H -0.56 -4.04 -1.40
C -0.59 -2.30 -2.71
H -0.79 -2.60 -3.73
N -0.43 -0.94 -2.40
C -0.39 0.18 -3.32
C 0.83 0.51 -3.94
C 0.90 1.65 -4.75
H 1.84 1.90 -5.24
C -0.22 2.47 -4.94
C -0.16 3.67 -5.84
H -0.20 4.60 -5.26
H -1.02 3.69 -6.53
H 0.76 3.68 -6.43
C -1.40 2.15 -4.27
H -2.27 2.81 -4.38
C -1.51 1.00 -3.49
C -2.83 0.71 -2.85
H -3.24 -0.27 -3.14
H -3.55 1.48 -3.17
H -2.81 0.76 -1.75
C 2.07 -0.31 -3.75
H 2.17 -1.07 -4.54
H 2.12 -0.82 -2.79
H 2.96 0.34 -3.83
S -1.73 -0.07 5.50
C -0.43 -1.20 5.68
C -0.05 -1.77 4.50
N -0.70 -1.27 3.34
C -1.38 -0.01 3.77
H -0.06 -1.50 6.66
H 0.70 -2.56 4.38
H -2.25 0.23 3.16



80
Properties=species:S:1:pos:R:3 method="wB97M-V/def2-TZVPD" gap_ev="8.0116 / 8.0615" spin_multiplicity=4 homo_ev="-7.51 / -8.14" e_tot_ev=-72744.866 s2=3.77 lumo_energy_ev="0.5 / -0.1"
Tc -1.30 0.19 0.37
O -1.71 2.86 3.38
C -1.82 1.98 2.55
O -0.90 1.53 1.79
C -3.21 1.26 2.31
O -4.20 1.57 2.94
O -3.13 0.38 1.38
N 0.52 0.24 -0.35
P 1.94 0.44 0.27
C 2.41 -0.99 1.30
C 3.02 -2.09 0.69
C 3.22 -3.26 1.40
C 2.83 -3.34 2.73
C 2.21 -2.26 3.33
C 1.97 -1.10 2.61
C 2.30 1.96 1.24
C 2.81 2.03 2.52
C 2.96 3.26 3.14
C 2.61 4.42 2.48
C 2.12 4.37 1.19
C 1.96 3.14 0.57
C 3.18 0.50 -1.06
C 4.53 0.64 -0.74
C 5.47 0.64 -1.75
C 5.07 0.50 -3.07
C 3.73 0.38 -3.39
C 2.78 0.38 -2.38
H 3.32 -2.02 -0.35
H 3.67 -4.11 0.91
H 2.99 -4.26 3.28
H 1.88 -2.33 4.36
H 1.40 -0.29 3.06
H 3.10 1.13 3.04
H 3.35 3.31 4.15
H 2.72 5.38 2.97
H 1.86 5.28 0.67
H 1.58 3.07 -0.44
H 4.82 0.75 0.29
H 6.52 0.73 -1.51
H 5.82 0.48 -3.86
H 3.42 0.27 -4.42
H 1.72 0.28 -2.58
N -3.78 4.87 -2.90
C -3.24 3.84 -2.18
C -2.08 4.02 -1.42
C -1.53 2.96 -0.75
N -2.04 1.72 -0.80
C -3.17 1.55 -1.49
C -3.79 2.55 -2.19
H -3.48 5.80 -2.68
H -4.71 4.76 -3.27
H -1.62 4.99 -1.35
H -0.65 3.09 -0.13
H -3.58 0.55 -1.46
H -4.70 2.35 -2.74
C -2.28 -5.26 0.77
N -1.63 -4.09 1.31
C -2.06 -2.82 1.43
S -0.84 -1.73 1.95
N -3.30 -2.38 1.31
C -4.46 -2.99 0.70
H -1.52 -6.04 0.64
H -2.71 -5.05 -0.21
H -3.05 -5.64 1.44
H -0.66 -4.17 1.55
H -3.37 -1.36 1.38
H -4.53 -4.05 0.93
H -4.44 -2.85 -0.39
H -5.34 -2.49 1.10
C -0.17 -2.54 -1.72
C -1.52 -1.87 -2.00
C -1.40 -0.94 -3.22
O -2.02 -1.18 -0.91
H 0.56 -1.77 -1.45
H 0.17 -3.08 -2.60
H -0.25 -3.24 -0.89
H -2.26 -2.67 -2.24
H -0.75 -0.11 -2.96
H -2.38 -0.54 -3.47
H -1.01 -1.49 -4.08



75
Properties=species:S:1:pos:R:3 method="wB97M-V/def2-TZVPD" gap_ev="7.6324 / 4.4614" spin_multiplicity=6 homo_ev="-15.19 / -15.78" e_tot_ev=-149026.709 s2=8.79 total_charge=+3 lumo_energy_ev="-7.6 / -11.3"
Ir -0.06 0.61 1.32
C -2.48 0.17 3.69
C -2.10 1.55 4.19
S -1.18 2.57 2.95
C 0.28 3.14 3.90
C 1.17 2.06 4.49
S 1.74 0.82 3.27
C 1.42 -0.74 4.17
C -0.03 -1.04 4.49
S -1.15 -0.90 3.03
H -3.18 0.24 2.86
H -2.95 -0.39 4.50
H -1.52 1.53 5.11
H -3.02 2.10 4.39
H -0.08 3.80 4.69
H 0.83 3.74 3.17
H 0.69 1.53 5.31
H 2.08 2.54 4.87
H 2.00 -0.70 5.09
H 1.84 -1.52 3.53
H -0.42 -0.39 5.27
H -0.11 -2.07 4.83
C 6.12 0.35 -2.09
C 5.77 1.48 -1.35
C 4.50 1.58 -0.81
C 3.58 0.56 -1.01
C 3.93 -0.57 -1.75
C 5.19 -0.66 -2.30
P 1.87 0.74 -0.38
C 1.44 -1.02 -0.09
C 0.53 -1.79 -0.83
C 0.42 -3.15 -0.57
C 1.21 -3.76 0.40
C 2.12 -3.01 1.13
C 2.24 -1.65 0.89
C 0.90 1.33 -1.80
C 1.47 1.43 -3.06
C 0.77 2.03 -4.11
C -0.49 2.55 -3.89
C -1.10 2.47 -2.62
C -2.36 3.04 -2.37
C -2.94 2.95 -1.12
C -2.29 2.25 -0.10
C -1.02 1.70 -0.28
C -0.41 1.82 -1.55
H 7.12 0.26 -2.49
H 6.49 2.27 -1.20
H 4.23 2.45 -0.22
H 3.21 -1.37 -1.91
H 5.46 -1.52 -2.89
H -0.05 -1.33 -1.62
H -0.28 -3.76 -1.13
H 1.11 -4.81 0.59
H 2.76 -3.48 1.85
H 2.97 -1.05 1.41
H 2.47 1.05 -3.24
H 1.22 2.11 -5.08
H -1.02 3.05 -4.68
H -2.87 3.57 -3.17
H -3.89 3.42 -0.93
H -2.80 2.18 0.85
C -4.10 -3.76 -1.51
As -3.49 -2.03 -2.15
C -4.96 -1.11 -3.02
C -2.08 -2.32 -3.48
S -2.80 -0.88 -0.48
H -4.22 -4.43 -2.36
H -5.06 -3.64 -1.01
H -3.38 -4.18 -0.81
H -5.41 -1.80 -3.74
H -4.63 -0.21 -3.54
H -5.72 -0.83 -2.28
H -2.55 -2.76 -4.37
H -1.33 -3.01 -3.10
H -1.61 -1.37 -3.76



86
Properties=species:S:1:pos:R:3 method="wB97M-V/def2-TZVPD" gap_ev=4.6216 homo_ev=-1.37 e_tot_ev=-232224.326 total_charge=-2 lumo_energy_ev=3.2
K -0.47 -1.57 0.01
C 6.97 1.12 2.15
C 6.61 0.21 0.97
C 7.46 0.64 -0.23
C 6.98 -1.24 1.32
C 5.12 0.30 0.67
C 4.20 0.04 1.69
C 2.86 0.07 1.42
Br 1.63 -0.31 2.84
C 2.27 0.33 0.14
O 1.02 0.28 -0.02
C 3.24 0.62 -0.88
C 4.59 0.59 -0.58
C 2.86 0.98 -2.33
C 3.48 -0.05 -3.29
C 3.42 2.38 -2.66
C 1.36 1.03 -2.62
H 8.05 1.10 2.34
H 6.47 0.81 3.06
H 6.68 2.15 1.95
H 8.52 0.60 0.04
H 7.23 1.66 -0.54
H 7.31 -0.01 -1.09
H 8.06 -1.33 1.52
H 6.72 -1.91 0.50
H 6.44 -1.57 2.21
H 4.52 -0.20 2.69
H 5.28 0.80 -1.39
H 4.57 -0.08 -3.21
H 3.22 0.20 -4.32
H 3.10 -1.04 -3.08
H 4.50 2.43 -2.54
H 2.98 3.13 -2.00
H 3.18 2.65 -3.69
H 0.89 0.06 -2.49
H 1.23 1.34 -3.66
H 0.84 1.73 -1.97
O -4.36 -6.46 -1.61
C -3.62 -5.55 -1.28
C -2.13 -5.61 -1.13
O -1.46 -6.64 -1.09
C -1.64 -4.22 -1.00
C -2.80 -3.33 -0.92
O -2.78 -2.08 -0.82
C -4.03 -4.14 -0.97
O -5.18 -3.75 -0.79
O -0.43 -3.89 -0.91
Cl -0.27 2.95 1.09
C -0.99 2.12 2.46
Cl -2.01 3.22 3.44
H -0.20 1.74 3.10
H -1.62 1.32 2.10
C -2.65 0.96 -1.38
N -3.12 1.67 -2.57
C -4.42 1.09 -2.93
N -5.40 1.19 -1.85
C -4.85 0.50 -0.67
N -3.58 1.09 -0.25
C -3.78 2.50 0.03
N -4.30 3.24 -1.13
C -3.33 3.07 -2.22
C -5.55 2.60 -1.54
H -1.67 1.36 -1.09
H -2.55 -0.11 -1.60
H -4.27 0.03 -3.18
H -4.81 1.61 -3.82
H -4.69 -0.55 -0.89
H -5.57 0.59 0.15
H -2.84 2.96 0.33
H -4.50 2.60 0.85
H -2.38 3.51 -1.92
H -3.70 3.60 -3.10
H -5.94 3.12 -2.42
H -6.28 2.71 -0.72
Se -1.89 -4.16 2.11
N -3.20 -4.14 3.28
C -3.31 -2.89 3.69
C -4.29 -2.42 4.62
C -4.26 -1.10 4.95
C -3.26 -0.25 4.37
N -2.36 -0.63 3.52
C -2.37 -1.95 3.16
N -1.48 -2.43 2.30
H -5.03 -3.11 5.00
H -4.98 -0.67 5.64
H -3.25 0.80 4.65